The following is a quantum chemistry calculation of 9 unconnected molecules or ions with the total composition C3H21N2O11, from the OMol25 dataset.

Calculated values
Charge: -1
HOMO-LUMO gap, eV: 8.84

Last column: Mulliken charge in e.
CARTESIAN COORDINATES (ANGSTROEM)
1 H -1.58778 -3.31170 0.67483  0.294
2 O -1.49625 -3.84879 -0.11185  -0.646
3 O 3.64659 0.08233 -0.96476  -0.667
4 H -0.09138 -2.82327 -2.40416  0.297
5 O -0.18865 3.24685 2.84064  -0.647
6 H 3.25439 -0.50102 -0.27254  0.360
7 H 3.20037 -0.05201 -1.80417  0.295
8 O 2.77432 -2.19290 -0.15453  -0.693
9 O 0.32601 -0.10301 -2.18594  -0.663
10 H 0.24586 2.45111 2.51891  0.267
11 N -1.02390 0.94713 -0.71088  0.084
12 H -1.45851 3.74454 0.16761  0.366
13 C -1.84499 -0.31989 1.33472  -0.650
14 C -1.49103 0.91361 0.55688  0.308
15 H -2.11100 -1.22775 0.80297  0.273
16 O -1.36004 -1.27180 -1.22219  -0.734
17 O 0.59562 -2.96092 -3.07531  -0.663
18 O 1.35364 2.82833 -1.20751  -0.614
19 H 1.21964 1.87757 -1.08088  0.288
20 H 1.02579 -1.80698 2.97193  0.314
21 H 1.24462 3.18784 -0.32086  0.290
22 H 2.76924 -2.17172 0.81946  0.370
23 H -2.48013 3.49391 -0.89255  0.296
24 H 1.80528 -2.12926 -0.26144  0.349
25 H -0.91612 1.86360 -1.16648  0.616
26 H -0.62268 0.32736 2.85170  0.056
27 H -1.45532 -3.24887 -0.87219  0.447
28 N -0.75761 -0.50888 2.29035  -0.320
29 O -1.82184 1.96093 1.14025  -0.806
30 C -0.69576 -0.25941 -1.48735  0.250
31 H -2.84764 -0.04032 1.72382  0.222
32 H -1.02517 3.22824 2.34887  0.428
33 H -0.72737 -1.32875 2.88118  0.416
34 H 2.19133 -0.88095 2.93780  0.314
35 H 1.17735 -2.27754 -2.70771  0.297
36 O 1.99066 -1.82104 3.01975  -0.708
37 O -1.54637 3.71110 -0.79304  -0.686



The following is a quantum chemistry calculation of 2 unconnected molecules or ions with the total composition C5H14, from the OMol25 dataset.

Calculated values
Charge: 0
HOMO-LUMO gap, eV: 12.51
SMILES string: CCC.CC

Last column: Mulliken charge in e.
CARTESIAN COORDINATES (ANGSTROEM)
1 C -0.91806 -1.00117 -1.27069  -0.129
2 H 0.39841 -2.56454 -0.67021  0.341
3 C 1.62445 1.87151 0.59313  -0.841
4 C 0.47667 -1.60134 -1.18966  -1.015
5 H 1.35723 2.06852 -0.44532  0.238
6 C 0.32770 1.71800 1.36306  -0.448
7 H -0.29686 0.87970 1.04913  -0.130
8 H -0.25227 2.62988 1.49071  0.327
9 H -0.93478 -1.35017 0.83586  0.346
10 H 0.95580 -1.81774 -2.13878  0.344
11 H 1.08772 -0.99203 -0.52339  0.126
12 H 0.45469 1.37805 2.40562  0.291
13 H -2.47679 -1.88880 0.07259  0.337
14 H 2.32797 2.59199 0.99952  0.334
15 H -2.17960 -0.21907 0.37149  0.301
16 H 2.21262 0.94859 0.54751  0.234
17 H -0.94251 0.04143 -1.57837  0.262
18 C -1.68666 -1.14561 0.07485  -1.211
19 H -1.53571 -1.54720 -1.98704  0.294



The following is a quantum chemistry calculation of a single C17H22N2O4 molecule, from the OMol25 dataset.

Calculated values
Charge: 0
HOMO-LUMO gap, eV: 9.58
SMILES string: CCCCCCC(=O)N(O)[C@@H]1CC(=O)N(c2ccccc2)C1=O

Last column: Mulliken charge in e.
CARTESIAN COORDINATES (ANGSTROEM)
1 H -0.10024 -3.69265 0.96473  0.301
2 H 3.30967 -2.87370 -2.26303  0.264
3 C -1.57858 1.87734 -0.32111  0.435
4 C 2.42220 2.89881 2.01503  -0.761
5 H 4.75835 -2.31397 -4.18753  0.380
6 H 3.44496 -2.67972 -5.30684  0.353
7 H 1.67117 -2.89236 -0.63351  0.301
8 C 1.59360 -3.50206 -3.40834  -0.855
9 H 1.85284 -4.55990 -3.31600  0.323
10 C 3.86698 -2.91967 -4.33310  -1.409
11 C 2.19764 4.26364 2.08876  -0.395
12 C 0.17393 2.57577 1.27041  0.263
13 H -3.20055 -0.18006 1.37759  0.581
14 H 4.16098 -3.96737 -4.33778  0.336
15 H -0.41904 -3.70851 -2.69566  0.343
16 O -2.85647 -2.52142 0.81950  -0.485
17 H -2.14022 0.12825 -1.39177  0.259
18 H 0.26560 -2.09522 -2.47058  0.149
19 H 2.98896 4.92451 2.41003  0.382
20 C 0.48563 -3.16291 -2.41188  -0.429
21 C 2.85122 -2.65451 -3.22837  -0.111
22 O 0.13136 -0.92183 -0.03925  -0.572
23 C -0.65052 -1.83474 0.13564  0.515
24 C 0.84454 -3.51768 -0.97023  -0.634
25 N -1.92103 -1.54208 0.52144  0.275
26 H -3.50678 0.98846 -0.68128  0.353
27 H 1.15507 -4.56321 -0.91765  0.434
28 H -1.22722 -3.81963 -0.39459  0.414
29 C 1.41393 2.04801 1.60001  -0.136
30 H 0.78548 5.84646 1.79823  0.368
31 H 2.57525 -1.59800 -3.23326  0.280
32 H -2.75235 -2.78592 1.74992  0.349
33 H -1.02615 4.33820 1.06967  0.371
34 H 1.20943 -3.34521 -4.41951  0.350
35 C 0.96039 4.78233 1.74617  -0.692
36 C -0.33895 -3.30104 -0.02914  -0.766
37 O -1.48996 2.82747 -1.04699  -0.590
38 C -1.16870 0.53981 1.52401  0.050
39 C -0.06039 3.94111 1.33970  -0.265
40 H 1.57553 0.98486 1.52202  0.442
41 N -0.86345 1.69849 0.85172  0.385
42 C -2.47941 0.67068 -0.50791  -0.783
43 O -0.71025 0.16974 2.57094  -0.610
44 C -2.30056 -0.16417 0.75657  -0.136
45 H 3.38866 2.49427 2.27553  0.374



The following is a quantum chemistry calculation of a single C2H5N3O2 molecule, from the OMol25 dataset.

Calculated values
Charge: 0
HOMO-LUMO gap, eV: 9.39
SMILES string: N=C=CNONO

Last column: Mulliken charge in e.
CARTESIAN COORDINATES (ANGSTROEM)
1 H 2.76842 0.34991 -0.26323  0.236
2 N 2.06957 -0.27299 -0.46599  -0.003
3 N -2.22035 -0.90849 -0.84450  -0.436
4 N 0.23344 1.10698 0.11187  -0.292
5 O 1.95884 -1.09790 0.70806  -0.418
6 C -0.90362 0.47681 0.74845  -0.889
7 H -0.10635 1.94388 -0.46129  0.298
8 H -0.80656 0.35325 1.85988  0.330
9 C -1.70901 -0.13043 -0.07822  0.767
10 O 0.84825 0.13207 -0.85888  -0.219
11 H 1.02279 -1.24190 0.74251  0.333
12 H -3.15544 -0.71119 -1.19868  0.293